Formula: C13H17N3
Source: the OMol25 dataset
Level of theory: wB97M-V/def2-TZVPD

XYZ file:
```
33
Properties=species:S:1:pos:R:3:forces:R:3:mulliken_charge:R:1
C 1.4804 2.4124 -0.4192 -0.311 -0.633 0.256 -1.05
N 0.2045 1.6893 -0.2287 0.857 0.957 -0.724 0.24
C -0.9992 2.5295 -0.2241 0.463 0.102 -0.534 -0.87
C 0.3057 0.3457 0.1286 0.882 -2.230 0.293 -0.37
C -1.0459 -0.3130 0.4937 0.818 1.607 0.610 0.13
C -2.2223 -0.2219 -0.2816 -0.589 -0.601 1.464 -0.20
C -3.4393 -0.6707 0.3167 1.516 0.131 -0.488 -0.82
C -3.4532 -1.1558 1.6242 -0.642 -0.461 -0.032 -0.42
C -2.2967 -1.1289 2.3883 0.535 -0.201 -0.255 -0.59
C -1.0831 -0.7133 1.8280 -0.904 0.095 0.428 -0.30
H 1.2361 3.3208 -0.9769 0.447 -0.197 -0.022 0.41
H 1.9669 2.7067 0.5439 -0.295 -0.254 -0.500 0.25
H 2.1807 1.7744 -1.0013 -0.345 0.517 0.313 0.33
H -0.5826 3.5584 -0.3265 -0.772 -0.653 0.081 0.34
H -1.6109 2.2952 -1.1247 0.060 0.451 0.738 0.31
H -1.6130 2.4978 0.7000 0.376 -0.216 -0.510 0.29
H 1.1423 0.2022 0.8641 -1.507 0.457 0.759 0.42
H -2.2502 0.2659 -1.2538 0.183 -0.428 0.119 0.51
H -4.3449 -0.6588 -0.2646 -0.185 0.057 -0.101 0.38
H -4.3817 -1.6094 2.0446 0.795 0.670 -0.359 0.33
H -2.3184 -1.4613 3.4134 -0.052 -0.015 0.177 0.37
H -0.2056 -0.5646 2.4803 -0.452 -0.382 -0.552 0.32
C 2.7631 -1.8208 0.7236 0.351 -0.765 0.581 -1.10
C 2.1283 -1.4634 -0.5685 -0.358 1.017 0.221 0.66
N 2.6962 -1.9224 -1.6449 -0.434 -0.805 -0.827 -0.67
C 2.0116 -1.4409 -2.7160 -2.285 2.841 1.611 -0.53
C 1.0408 -0.4813 -2.1970 1.595 -2.380 -2.623 -0.37
N 1.0245 -0.6245 -0.8383 1.498 0.944 -1.398 0.35
H 2.6402 -1.1099 1.5548 -0.116 -0.337 -0.273 0.34
H 2.4071 -2.8337 0.9887 0.012 0.524 0.429 0.20
H 3.8524 -1.9689 0.5275 -0.867 0.355 0.104 0.36
H 2.1573 -1.7494 -3.7457 0.271 0.285 0.268 0.41
H 0.6089 0.3148 -2.8088 -0.544 -0.453 0.744 0.35
```
Forces are in eV/Å.

- Energy: -669.76172 hartree
- E_HOMO: -7.68 eV
- SMILES string: Cc1nccn1[C@H](c1ccccc1)N(C)C
- Energy above the lowest of the compared OMol25 structures with the same formula, charge and spin: 2.233 eV
- Gap between HOMO and LUMO: 8.38 eV
- M: 215.300 g mol⁻¹
- E_LUMO: 0.702 eV


Formula: C13H17NO4
Source: the OMol25 dataset
Level of theory: wB97M-V/def2-TZVPD

XYZ file:
```
35
Properties=species:S:1:pos:R:3:forces:R:3:mulliken_charge:R:1
C -2.2679 -0.7691 -1.6657 -0.290 0.166 0.076 -0.73
O -0.9830 -0.1434 -1.5812 -0.476 0.243 1.100 -0.38
C -0.9436 0.6340 -0.4173 0.208 0.278 0.819 -0.47
C 0.2659 1.5948 -0.4867 -0.476 -0.146 -0.398 0.16
C 0.2781 2.8972 0.0395 0.509 -0.200 0.379 -0.20
C 1.5051 3.6130 0.1285 -0.847 -0.509 -0.080 -0.58
C 2.6773 3.0656 -0.4156 -0.381 0.113 0.145 -0.47
C 2.6069 1.8393 -1.0865 -0.783 -0.369 0.009 -0.58
C 1.3929 1.1101 -1.1437 0.954 0.497 0.440 -0.48
H -2.1292 -1.7659 -2.0825 -0.137 0.051 0.030 0.29
H -2.7288 -0.8166 -0.6618 0.127 -0.367 -0.512 0.33
H -2.9222 -0.1609 -2.3055 0.139 -0.222 -0.002 0.30
H -1.9279 1.0864 -0.2368 0.335 0.928 -0.679 0.83
H -0.6671 3.3175 0.4178 0.627 -0.113 -0.002 0.43
H 1.5174 4.5742 0.6621 0.035 -0.440 -0.447 0.36
H 3.6254 3.6189 -0.3110 -0.549 -0.439 -0.156 0.36
H 3.4903 1.4055 -1.5457 -0.072 0.156 0.027 0.37
H 1.3066 0.1461 -1.6472 0.320 0.306 0.208 0.39
C 1.7231 -3.3696 -1.1276 0.352 -0.130 -0.559 -1.29
C 0.5712 -3.2495 -0.2151 -0.263 1.034 0.483 -0.18
O 0.4632 -1.8078 0.1653 -0.100 -1.333 -0.215 -0.24
C -0.6390 -1.6106 0.9027 -0.111 0.672 -1.145 0.50
N -0.9658 -0.2063 0.8702 0.309 -2.037 0.849 0.53
C -1.9003 0.1047 1.9398 -1.989 -0.486 0.279 0.41
C -1.4556 1.1761 2.9233 0.035 0.235 -0.189 -1.16
O -2.9843 -0.4625 2.0469 2.153 1.179 -0.375 -0.52
O -1.2504 -2.5206 1.4122 0.183 1.081 0.274 -0.58
H 1.8278 -4.3935 -1.4531 -0.003 -0.478 -0.004 0.43
H 1.5865 -2.7902 -2.0339 0.126 0.346 -0.031 0.29
H 2.6285 -3.1079 -0.6062 0.454 0.303 -0.033 0.31
H -0.3635 -3.5258 -0.6969 -0.102 -0.054 0.132 0.31
H 0.7219 -3.8468 0.6814 -0.212 0.106 0.064 0.29
H -0.5293 1.6399 2.5822 -0.122 0.076 0.002 0.33
H -2.2574 1.9241 3.0066 0.245 -0.185 -0.035 0.31
H -1.2728 0.7997 3.9415 -0.200 -0.264 -0.452 0.32
```
Forces are in eV/Å.

- Energy: -861.25093 hartree
- E_HOMO: -9.39 eV
- SMILES string: CCOC(=O)N(C(C)=O)[C@H](OC)c1ccccc1
- Energy above the lowest of the compared OMol25 structures with the same formula, charge and spin: 2.411 eV
- Gap between HOMO and LUMO: 10.16 eV
- M: 251.282 g mol⁻¹
- E_LUMO: 0.772 eV


Formula: C13H17NS
Source: the OMol25 dataset
Level of theory: wB97M-V/def2-TZVPD

XYZ file:
```
32
Properties=species:S:1:pos:R:3:forces:R:3:mulliken_charge:R:1
C -4.3632 1.4358 0.6603 3.241 -3.733 -1.358 -0.74
C -4.1259 1.4803 -0.7068 -1.500 2.314 -0.607 -0.27
C -3.6286 0.4254 1.3429 -0.746 1.169 -1.191 -0.51
C -3.2347 0.7111 -1.4203 0.186 -0.874 -0.368 -0.64
C -2.7367 -0.3853 0.6910 -0.926 0.566 -3.315 -0.21
C -2.5548 -0.3018 -0.7432 0.234 1.955 0.140 0.84
C -1.6918 -1.2350 1.1107 1.483 -0.741 0.731 -0.43
C -1.0672 -1.8256 -0.0633 1.064 -1.933 2.279 -0.44
C -1.3846 -1.0908 -1.1398 -1.136 -1.103 0.867 -0.95
C 5.1593 0.1012 0.2615 0.705 -1.623 -0.121 -1.19
C 3.9835 -0.1935 -0.7044 -1.231 0.631 0.940 -0.26
C 2.6727 -0.1237 0.1848 -0.159 -3.029 -2.566 -0.96
C 1.3774 -0.0544 -0.5900 -0.653 -2.351 -0.337 -0.30
N 0.2286 0.5263 0.0322 -0.072 1.744 -0.560 -0.27
S -0.2560 0.2647 1.4670 0.861 -0.449 -0.069 0.06
H -4.9801 2.1377 1.0568 -1.755 1.551 1.537 0.56
H -4.6935 2.2978 -1.2191 0.657 -0.853 0.098 0.25
H -3.6892 0.2489 2.3565 -0.431 0.102 2.322 0.52
H -3.0902 0.8954 -2.4933 -0.023 -0.133 0.527 0.37
H -1.5447 -1.5760 2.0995 -0.579 -1.128 0.824 0.66
H -0.2998 -2.6540 0.1067 -1.007 1.417 -0.738 0.35
H -0.9404 -1.3464 -2.0700 -0.124 0.521 -0.989 0.48
H 6.1489 0.3347 -0.2147 -0.800 -0.869 0.236 0.34
H 4.9770 0.9789 0.8213 -0.570 1.106 0.599 0.36
H 5.2151 -0.7283 1.0606 0.305 1.068 -1.404 0.26
H 3.8146 0.6732 -1.4302 0.661 -1.458 0.463 0.29
H 4.0545 -1.2164 -1.1650 0.071 1.257 0.006 0.26
H 2.4480 -1.0373 0.7366 1.079 -0.071 0.692 0.31
H 2.7538 0.6617 0.8133 0.242 2.635 2.160 0.59
H 1.1021 -1.1133 -0.9330 0.608 0.967 0.670 0.07
H 1.4380 0.3969 -1.5300 0.522 1.392 -1.446 0.40
H -1.0917 1.3119 1.6214 -0.208 -0.050 -0.022 0.18
```
Forces are in eV/Å.

- Energy: -958.32540 hartree
- E_HOMO (spin up / spin down): -7.72 / -7.72 eV
- Energy above the lowest of the compared OMol25 structures with the same formula, charge and spin: 3.223 eV
- Gap between HOMO and LUMO (spin up / spin down): 8.00 / 8.00 eV
- M: 219.353 g mol⁻¹
- E_LUMO (spin up / spin down): 0.278 / 0.278 eV


Formula: C13H18B3CaF12O12
Source: the OMol25 dataset
Level of theory: wB97M-V/def2-TZVPD

XYZ file:
```
59
Properties=species:S:1:pos:R:3:forces:R:3:mulliken_charge:R:1
Ca -0.6309 0.9714 -0.0579 0.452 0.135 -1.010 2.21
B -1.2046 1.8669 -2.9148 -0.230 0.270 -1.221 0.39
F -1.2032 2.5822 -1.7125 -0.157 0.450 0.496 -0.29
F 0.0607 1.9674 -3.5140 -0.145 0.164 -0.116 -0.42
F -1.4319 0.5391 -2.5669 0.092 -1.060 0.444 -0.36
F -2.2438 2.3048 -3.7582 0.494 0.048 0.184 -0.38
B 1.7775 0.6074 2.6466 0.750 -0.782 0.508 0.26
F 1.0931 0.7991 1.4145 -0.083 -0.148 0.261 0.54
F 1.8136 1.8373 3.3203 0.279 0.106 -0.158 -0.38
F 1.1686 -0.3588 3.4465 -0.261 0.111 -0.224 -0.38
F 3.0834 0.1193 2.3319 -0.348 0.595 0.069 -0.39
B -2.0415 1.6787 2.2378 -0.222 0.609 2.615 0.19
F -3.4175 1.6202 2.3758 -0.121 0.033 -0.066 -0.38
F -1.4085 2.0859 3.4252 -0.438 0.015 -0.175 -0.40
F -1.5285 0.4138 1.9200 -0.181 -0.993 -0.262 -0.30
F -1.6629 2.5588 1.2322 -0.081 0.492 -0.948 -0.28
C 2.2391 4.8981 2.3825 0.265 -0.442 0.707 -0.34
C 3.3680 3.9399 1.9412 -0.046 1.376 0.203 -0.33
O 2.7596 3.1999 0.9036 0.383 -0.384 -0.045 -0.25
C 1.4624 3.5193 0.7779 0.354 -0.728 -0.093 0.55
O 0.7410 2.9867 -0.0123 0.117 0.477 0.026 -0.41
O 1.1207 4.4813 1.6231 -0.519 0.467 -0.206 -0.34
H 2.4526 5.9512 2.2018 -0.078 -0.018 -0.151 0.26
H 1.9975 4.7428 3.4337 -0.044 0.103 -0.034 0.26
H 3.7328 3.3704 2.7922 -0.261 -0.641 -0.365 0.24
H 4.1980 4.5161 1.5288 0.069 -0.164 -0.153 0.34
C -5.9154 -1.8204 -0.6914 0.045 -0.462 2.174 -0.36
C -5.8867 -1.4666 0.8260 -0.626 0.121 -1.087 -0.43
O -5.0424 -0.3356 0.8389 0.454 0.065 0.105 -0.26
C -4.2210 -0.3983 -0.2431 0.227 0.230 0.937 0.43
O -3.2374 0.2365 -0.4009 0.250 0.332 0.012 -0.33
O -4.6459 -1.3377 -1.0889 -0.502 -0.538 -1.184 -0.31
H -6.7635 -1.3558 -1.1855 0.226 0.056 -0.456 0.30
H -5.9245 -2.9077 -0.7077 -0.123 0.013 -0.829 0.30
H -5.4839 -2.3205 1.3756 0.218 0.308 0.284 0.24
H -6.8574 -1.1733 1.2185 0.022 -0.095 0.084 0.30
C -1.0566 -4.3160 1.7963 0.519 -1.067 -0.641 -0.35
C -1.6786 -4.5723 0.4240 -1.729 0.229 0.422 -0.35
O -1.4135 -3.4008 -0.3308 0.819 -0.015 0.412 -0.35
C -0.8910 -2.4707 0.5194 -0.340 0.401 -1.301 0.02
O -0.5558 -1.3968 0.1360 -0.078 -0.281 0.169 -0.15
O -0.8518 -2.9102 1.7628 0.361 -0.432 1.117 -0.28
H -0.1396 -4.9030 1.9149 0.397 0.681 -0.045 0.27
H -1.6802 -4.6611 2.6174 -0.315 0.642 0.031 0.29
H -2.7663 -4.5619 0.5935 0.099 -0.469 -0.394 0.20
H -1.3772 -5.4596 -0.1266 0.166 0.048 0.158 0.30
C 5.1850 -1.7609 -2.4902 0.139 -0.760 -0.966 -1.46
C 4.3096 -0.5594 -2.8111 1.388 0.381 0.188 0.45
C 3.2471 -0.7327 -3.8841 0.227 -0.663 -0.012 -0.41
O 2.0238 -0.5646 -3.1875 -0.331 -0.115 -0.329 -0.34
C 2.2544 -0.1895 -1.9280 1.001 0.541 0.167 0.13
O 1.4538 0.0513 -1.0964 -0.838 0.044 0.021 -0.05
O 3.5884 -0.0739 -1.6907 -0.230 -0.373 -0.104 -0.30
H 4.6560 -2.6333 -2.1047 -0.125 0.253 0.409 0.33
H 6.0871 -1.5349 -1.9252 -0.409 0.219 0.552 0.36
H 5.6160 -2.1304 -3.4323 -0.221 0.196 -0.163 0.40
H 5.0231 0.2140 -3.1064 -0.237 0.252 0.002 0.21
H 3.2750 -1.7401 -4.3017 -0.113 0.010 -0.067 0.29
H 3.3741 -0.0129 -4.6897 -0.383 0.155 0.049 0.28
```
Forces are in eV/Å.

- Energy: -3360.62885 hartree
- E_HOMO: -8.11 eV
- Gap between HOMO and LUMO: 10.13 eV
- Total charge: -1
- M: 666.765 g mol⁻¹
- E_LUMO: 2.021 eV